Entry 1:
A 4-piece molecular cluster, C9H18ClN5O7 overall at a distorted geometry, computed with ωB97M-V/def2-TZVPD.

Calculated values
Multiplicity = 1
LUMO energy = -0.3687 eV
Total charge = 0
Highest occupied orbital energy = -10.19 eV
Frontier orbital gap = 9.82 eV

Last column: Mulliken charge in e.
Positions of all 40 atoms, in Å:
1 H -3.296 -2.793 4.528  0.26
2 N -3.167 -2.513 3.557  -0.58
3 C -1.984 -2.732 3.184  -0.23
4 C -1.558 -2.351 1.795  -0.55
5 C -1.811 -0.872 1.533  0.88
6 C -3.077 -0.509 0.761  -1.26
7 C -2.815 0.939 0.361  0.08
8 Cl -3.639 1.330 -1.187  -0.22
9 N -1.366 1.062 0.214  -0.29
10 C -0.772 -0.140 0.724  -0.18
11 O 0.371 -0.442 0.508  -0.58
12 H -1.234 -3.164 3.850  0.42
13 H -2.152 -2.939 1.093  0.37
14 H -0.508 -2.591 1.628  0.29
15 H -1.823 -0.345 2.496  0.07
16 H -3.981 -0.653 1.343  0.42
17 H -3.098 -1.103 -0.154  0.44
18 H -3.216 1.658 1.070  0.35
19 H -1.006 1.841 0.753  0.31
20 C 1.346 -0.383 6.231  -0.74
21 N 0.264 -1.207 5.624  0.83
22 O 0.218 -2.386 5.904  -0.52
23 O -0.511 -0.639 4.881  -0.45
24 H 1.947 -1.026 6.862  0.31
25 H 1.922 0.039 5.413  0.28
26 H 0.864 0.408 6.797  0.29
27 C 2.154 0.397 -1.966  -0.74
28 N 2.904 0.403 -3.252  0.89
29 O 2.729 1.337 -4.011  -0.53
30 O 3.648 -0.530 -3.463  -0.54
31 H 1.536 1.284 -1.926  0.32
32 H 1.555 -0.507 -1.938  0.28
33 H 2.887 0.375 -1.166  0.30
34 C 2.433 2.131 -7.077  -0.68
35 N 2.326 3.382 -7.878  0.86
36 O 2.897 4.371 -7.468  -0.52
37 O 1.668 3.327 -8.897  -0.53
38 H 3.043 2.325 -6.205  0.34
39 H 1.424 1.840 -6.801  0.26
40 H 2.876 1.378 -7.722  0.28

---

Entry 2:
C12H38O7 as an isolated structure at a distorted geometry, computed with ωB97M-V/def2-TZVPD.

Calculated values
Multiplicity = 1
LUMO energy = -0.1199 eV
Total charge = 0
Highest occupied orbital energy = -8.62 eV
Frontier orbital gap = 8.50 eV

Last column: Mulliken charge in e.
Positions of all 57 atoms, in Å:
1 C 3.293 1.481 -1.520  -0.91
2 O 3.531 2.858 -1.427  -0.51
3 H 2.470 1.157 -2.158  0.28
4 H 4.207 1.038 -1.917  0.41
5 H 3.030 0.901 -0.636  0.39
6 H 4.210 3.019 -0.767  0.30
7 C 0.822 3.972 -0.915  -0.11
8 O 1.408 3.484 -2.147  -0.63
9 H -0.154 4.423 -1.092  0.25
10 H 0.733 3.205 -0.146  -0.18
11 H 1.418 4.819 -0.574  0.31
12 H 2.303 3.186 -1.968  0.56
13 C -0.288 -3.176 1.344  -0.10
14 C 0.320 -3.471 -0.070  -0.41
15 O 0.899 -4.743 -0.026  -0.60
16 H -0.235 -2.092 1.449  -0.36
17 H 0.380 -3.614 2.085  0.27
18 H -1.269 -3.596 1.562  0.33
19 H 1.026 -2.742 -0.468  0.59
20 H -0.377 -3.588 -0.899  0.20
21 H 0.220 -5.385 0.193  0.35
22 C 0.026 -0.626 -1.006  -2.10
23 C 0.452 0.770 -0.336  0.59
24 O -0.144 0.717 0.946  -0.76
25 H 0.605 -1.430 -0.553  0.28
26 H 0.123 -0.640 -2.091  0.51
27 H -0.984 -0.966 -0.777  0.79
28 H -0.050 1.591 -0.847  0.23
29 H 1.528 0.941 -0.343  -0.22
30 H 0.296 1.403 1.454  1.03
31 C 1.519 2.373 3.958  -1.41
32 C 0.530 1.956 2.869  -0.23
33 O 1.121 2.087 1.652  -0.34
34 H 2.190 3.101 3.502  0.35
35 H 2.108 1.530 4.319  0.37
36 H 1.004 2.956 4.721  0.36
37 H -0.422 2.483 2.811  0.32
38 H 0.162 0.952 3.081  -0.06
39 H 2.064 1.935 1.748  0.21
40 C -1.968 -0.540 -3.690  -0.77
41 C -1.660 -1.991 -3.746  0.02
42 O -2.462 -2.634 -4.684  -0.56
43 H -1.774 -0.177 -4.700  0.31
44 H -1.397 -0.005 -2.931  0.17
45 H -2.999 -0.359 -3.389  0.23
46 H -1.737 -2.483 -2.777  0.12
47 H -0.641 -2.163 -4.093  0.20
48 H -3.053 -3.193 -4.174  0.34
49 C -1.585 -1.022 1.608  0.69
50 C -2.761 -0.731 2.534  -0.78
51 O -3.950 -1.418 1.996  -0.57
52 H -0.754 -0.530 2.114  -0.28
53 H -1.594 -0.778 0.546  -0.16
54 H -1.418 -2.098 1.669  -0.41
55 H -3.135 0.287 2.422  0.39
56 H -2.612 -1.058 3.563  0.38
57 H -4.576 -1.375 2.723  0.31

---

Entry 3:
C17H23FMnN3OSi as an isolated structure, computed with ωB97M-V/def2-TZVPD.

Calculated values
Multiplicity = 6
LUMO energy (spin up / spin down) = -3.1182 / -3.3085 eV
Total charge = +1
Highest occupied orbital energy (spin up / spin down) = -10.00 / -10.12 eV
Frontier orbital gap (spin up / spin down) = 6.88 / 6.81 eV

Last column: Mulliken spin population.
Positions of all 47 atoms, in Å:
1 Mn 0.513 -1.415 -0.331  4.79
2 C -2.426 -0.818 -3.380  0.00
3 C -0.997 -1.027 -2.992  0.02
4 O -0.706 -1.679 -1.974  0.01
5 N -0.046 -0.518 -3.779  0.01
6 C 1.374 -0.769 -3.571  -0.02
7 C 2.061 0.142 -2.572  0.01
8 C 2.656 1.327 -2.967  0.00
9 C 3.340 2.092 -2.035  0.01
10 C 3.432 1.634 -0.730  -0.01
11 C 2.810 0.445 -0.406  -0.01
12 N 2.123 -0.285 -1.300  0.08
13 H -2.877 -1.797 -3.537  0.00
14 H -2.538 -0.218 -4.280  0.00
15 H -2.955 -0.348 -2.551  0.00
16 H -0.322 0.040 -4.570  0.00
17 H 1.869 -0.672 -4.534  0.00
18 H 1.491 -1.796 -3.224  0.00
19 H 2.596 1.652 -3.997  0.00
20 H 3.808 3.024 -2.324  0.00
21 H 3.972 2.186 0.026  0.00
22 H 2.851 0.053 0.603  -0.01
23 C -3.008 1.014 1.303  0.00
24 Si -1.137 1.147 1.101  0.02
25 C -0.765 1.763 -0.654  0.03
26 C -0.334 2.385 2.273  0.00
27 N -0.368 -0.421 1.211  0.05
28 C -0.391 -1.173 2.365  -0.03
29 C -1.066 -0.842 3.557  0.01
30 C -1.011 -1.647 4.680  -0.01
31 C -0.290 -2.834 4.682  0.01
32 C 0.374 -3.219 3.527  0.00
33 C 0.291 -2.395 2.438  0.00
34 F 0.949 -2.795 1.248  0.05
35 H -3.514 1.788 0.720  0.00
36 H -3.331 1.127 2.339  0.00
37 H -3.358 0.041 0.955  0.00
38 H -1.131 2.786 -0.769  0.00
39 H -1.250 1.156 -1.422  -0.01
40 H 0.310 1.780 -0.844  0.00
41 H -0.812 3.363 2.175  0.00
42 H 0.724 2.508 2.034  0.00
43 H -0.406 2.081 3.317  0.00
44 H -1.647 0.071 3.578  0.00
45 H -1.544 -1.344 5.571  0.00
46 H -0.250 -3.454 5.566  0.00
47 H 0.940 -4.140 3.476  0.00

---

Entry 4:
C30H26Br2FMoN8OS3 as an isolated structure, computed with ωB97M-V/def2-TZVPD.

Calculated values
Multiplicity = 3
LUMO energy (spin up / spin down) = -3.5056 / -3.6243 eV
Total charge = +1
Highest occupied orbital energy (spin up / spin down) = -10.12 / -10.14 eV
Frontier orbital gap (spin up / spin down) = 6.62 / 6.51 eV

Last column: Mulliken spin population.
Positions of all 72 atoms, in Å:
1 Mo 0.124 0.377 0.202  1.82
2 C -2.797 1.379 -1.619  0.01
3 C -3.091 0.817 -0.263  0.02
4 C -4.436 0.722 0.167  -0.01
5 C -4.745 0.234 1.401  0.02
6 C -3.705 -0.141 2.281  -0.01
7 C -3.871 -0.621 3.605  0.01
8 Br -5.603 -0.857 4.313  0.00
9 C -2.787 -0.916 4.382  -0.01
10 C -1.481 -0.738 3.886  0.00
11 Br -0.005 -1.141 4.974  0.00
12 C -1.271 -0.273 2.611  0.02
13 O -0.065 -0.074 2.085  0.01
14 C -2.396 0.000 1.798  0.02
15 N -2.104 0.423 0.524  -0.11
16 H -3.585 2.072 -1.906  0.00
17 H -2.767 0.584 -2.367  0.00
18 H -1.846 1.909 -1.622  -0.01
19 H -5.215 1.048 -0.507  0.00
20 H -5.774 0.151 1.723  0.00
21 H -2.920 -1.282 5.390  0.00
22 C 5.278 -1.517 -0.848  0.00
23 N 4.180 -1.909 0.018  0.00
24 C 4.236 -1.908 1.403  0.00
25 C 3.037 -2.297 1.859  0.00
26 N 2.242 -2.518 0.735  0.00
27 C 2.952 -2.278 -0.408  0.00
28 S 2.415 -2.475 -1.989  0.00
29 C 0.926 -3.030 0.780  0.01
30 C 0.732 -4.324 1.238  0.00
31 C -0.557 -4.818 1.309  0.00
32 C -1.602 -4.003 0.902  0.00
33 C -1.305 -2.727 0.460  0.00
34 N -0.064 -2.228 0.402  -0.01
35 H 6.177 -2.059 -0.561  0.00
36 H 5.451 -0.445 -0.760  0.00
37 H 5.008 -1.771 -1.869  0.00
38 H 5.119 -1.601 1.932  0.00
39 H 2.651 -2.401 2.857  0.00
40 H 1.590 -4.919 1.517  0.00
41 H -0.741 -5.823 1.665  0.00
42 H -2.629 -4.339 0.932  0.00
43 H -2.102 -2.062 0.143  0.00
44 F -0.412 6.533 1.027  0.00
45 C -0.292 5.212 0.821  0.03
46 C -0.809 4.337 1.755  -0.01
47 C -0.687 2.975 1.523  0.05
48 C -0.057 2.467 0.379  -0.10
49 C 0.467 3.401 -0.521  0.01
50 C 0.350 4.767 -0.317  -0.02
51 H -1.290 4.722 2.644  0.00
52 H -1.088 2.308 2.276  0.01
53 H 0.989 3.068 -1.407  0.01
54 H 0.756 5.484 -1.017  0.00
55 C 1.273 2.853 -4.603  0.00
56 C 1.973 1.809 -3.730  0.00
57 C 1.030 0.772 -3.223  0.02
58 N 0.561 0.721 -2.031  -0.09
59 N -0.265 -0.332 -1.791  0.05
60 C -0.410 -1.130 -2.814  0.03
61 N -1.163 -2.245 -2.822  0.01
62 S 0.419 -0.528 -4.206  0.02
63 H 1.993 3.594 -4.946  0.00
64 H 0.493 3.368 -4.041  0.00
65 H 0.816 2.397 -5.482  0.00
66 H 2.437 2.270 -2.858  0.00
67 H 2.768 1.310 -4.288  0.00
68 H -1.314 -2.679 -1.923  0.00
69 H -1.013 -2.896 -3.575  0.00
70 S 4.542 1.616 1.254  0.10
71 C 3.156 1.021 0.755  0.09
72 N 2.123 0.577 0.384  -0.01

---

Entry 5:
C36H33AuN4O5STe as an isolated structure at a distorted geometry, computed with ωB97M-V/def2-TZVPD.

Calculated values
Multiplicity = 2
LUMO energy (spin up / spin down) = -3.8442 / -5.3263 eV
Total charge = +1
Highest occupied orbital energy (spin up / spin down) = -10.50 / -10.50 eV
Frontier orbital gap (spin up / spin down) = 6.66 / 5.18 eV

Last column: Mulliken spin population.
Positions of all 81 atoms, in Å:
1 Au -0.078 1.007 1.638  -0.01
2 O -0.164 3.135 1.441  0.00
3 C 0.646 3.794 0.781  0.00
4 C 1.863 3.351 0.175  0.01
5 C 2.586 4.323 -0.545  0.00
6 C 3.799 4.014 -1.081  0.00
7 C 4.380 2.757 -0.873  0.00
8 C 3.689 1.794 -0.192  -0.02
9 C 2.382 2.034 0.295  0.01
10 O 1.752 1.006 0.793  0.04
11 N 4.512 5.018 -1.881  0.00
12 O 3.929 6.055 -2.122  0.00
13 O 5.628 4.734 -2.260  0.00
14 H 0.416 4.859 0.652  0.00
15 H 2.183 5.319 -0.678  0.00
16 H 5.376 2.571 -1.252  0.00
17 H 4.108 0.811 -0.026  0.00
18 C 2.134 -2.623 -6.971  0.00
19 C 1.706 -2.353 -5.557  0.03
20 C 1.150 -3.355 -4.773  0.00
21 C 0.766 -3.135 -3.454  -0.01
22 C 0.228 -4.294 -2.650  0.02
23 C 0.907 -1.832 -2.952  0.01
24 Te 0.065 -1.539 -0.989  0.81
25 N -0.378 -0.948 1.345  0.07
26 C -1.632 -0.910 1.736  0.02
27 O -1.983 0.252 2.190  0.01
28 C -2.545 -2.050 1.716  -0.01
29 C -2.092 -3.330 1.403  0.02
30 C -2.987 -4.386 1.376  0.00
31 C -4.326 -4.169 1.674  0.00
32 C -4.774 -2.897 2.011  0.00
33 C -3.886 -1.836 2.033  0.00
34 C -1.266 -0.045 -1.647  0.19
35 C -0.923 1.300 -1.545  -0.11
36 C -1.805 2.277 -1.979  0.00
37 C -3.027 1.901 -2.514  0.00
38 C -3.359 0.561 -2.617  0.00
39 C -2.492 -0.443 -2.189  -0.12
40 C -2.877 -1.887 -2.348  0.05
41 C 1.526 -0.815 -3.685  -0.03
42 C 1.809 0.551 -3.133  -0.02
43 C 1.893 -1.095 -4.995  -0.01
44 H 1.935 -3.654 -7.258  0.00
45 H 3.201 -2.434 -7.092  0.00
46 H 1.607 -1.967 -7.665  0.00
47 H 1.023 -4.347 -5.192  0.00
48 H 0.249 -5.202 -3.250  0.00
49 H -0.802 -4.134 -2.327  -0.01
50 H 0.832 -4.474 -1.759  0.00
51 H -1.040 -3.505 1.218  0.00
52 H -2.636 -5.382 1.141  0.00
53 H -5.022 -4.997 1.652  0.00
54 H -5.814 -2.735 2.259  0.00
55 H -4.217 -0.837 2.283  0.00
56 H 0.043 1.589 -1.154  0.05
57 H -1.536 3.322 -1.903  0.00
58 H -3.722 2.654 -2.860  0.00
59 H -4.316 0.278 -3.036  0.00
60 H -3.906 -1.976 -2.689  0.00
61 H -2.786 -2.436 -1.406  -0.02
62 H -2.237 -2.376 -3.088  -0.01
63 H 1.788 0.557 -2.042  0.04
64 H 1.082 1.280 -3.497  0.00
65 H 2.798 0.886 -3.445  0.00
66 H 2.357 -0.314 -5.588  0.00
67 N -0.667 1.698 9.081  0.00
68 C 0.450 1.358 8.421  0.00
69 S 1.836 0.980 9.206  0.00
70 C 0.348 1.346 6.919  0.00
71 C -0.793 1.746 6.230  0.00
72 C -0.814 1.678 4.847  0.00
73 N 0.224 1.256 4.129  0.00
74 C 1.325 0.885 4.784  0.00
75 C 1.429 0.911 6.161  0.00
76 H -0.638 1.707 10.087  0.00
77 H -1.537 1.908 8.628  0.00
78 H -1.675 2.125 6.726  0.00
79 H -1.700 1.965 4.295  0.00
80 H 2.157 0.553 4.175  0.00
81 H 2.338 0.600 6.656  0.00

---

Entry 6:
A 12-piece molecular cluster, C24H69BrN23O12 overall at a distorted geometry, computed with ωB97M-V/def2-TZVPD.

Calculated values
Multiplicity = 1
LUMO energy = -4.0276 eV
Total charge = +1
Highest occupied orbital energy = -10.37 eV
Frontier orbital gap = 6.34 eV

Last column: Mulliken charge in e.
Positions of all 129 atoms, in Å:
1 C -1.214 -0.964 2.805  -0.99
2 C -0.177 0.247 3.185  -0.20
3 C -0.040 1.405 1.987  0.00
4 Br 1.923 1.944 2.021  -0.16
5 C -1.054 2.619 2.419  -0.09
6 C -2.610 2.103 2.087  -0.17
7 N -3.015 2.607 0.876  0.40
8 C -4.312 2.506 0.103  -0.80
9 C -5.671 2.674 1.038  0.21
10 C -6.066 1.180 1.610  -1.11
11 C -5.554 3.837 2.188  -0.79
12 C -1.912 3.439 0.188  -0.81
13 C -1.137 3.990 1.524  0.57
14 C 0.172 4.967 1.378  -0.78
15 O -0.146 6.365 1.040  -0.39
16 C -0.742 7.074 2.215  -0.56
17 H -1.194 -1.238 1.667  0.17
18 H -2.288 -0.616 3.184  0.17
19 H -0.934 -1.910 3.475  0.39
20 H -0.442 0.813 4.195  -0.21
21 H 0.890 -0.236 3.363  0.46
22 H -0.262 0.942 0.917  0.40
23 H -1.097 2.816 3.573  0.49
24 H -3.326 1.436 2.741  0.14
25 H -4.328 3.444 -0.636  0.31
26 H -4.400 1.554 -0.587  0.32
27 H -6.571 2.991 0.320  0.45
28 H -7.252 1.148 1.668  0.34
29 H -5.697 0.397 0.811  0.26
30 H -5.543 0.941 2.633  0.29
31 H -4.471 4.326 2.272  0.09
32 H -5.823 3.339 3.237  0.26
33 H -6.363 4.702 2.044  0.29
34 H -1.201 2.822 -0.519  0.25
35 H -2.348 4.349 -0.427  0.39
36 H -2.006 4.590 2.070  -0.08
37 H 0.753 4.908 2.410  0.39
38 H 0.927 4.533 0.566  0.32
39 H -0.420 8.201 2.274  0.25
40 H -0.588 6.475 3.220  0.28
41 H -1.918 7.049 2.014  0.16
42 C 0.183 -0.198 7.112  0.64
43 O -0.641 -0.689 6.358  -0.65
44 N 0.975 0.829 6.756  -0.31
45 N 0.374 -0.641 8.368  -0.33
46 H 1.660 1.246 7.363  0.16
47 H 0.864 1.193 5.819  0.18
48 H -0.201 -1.414 8.676  0.23
49 H 1.049 -0.250 9.004  0.13
50 C 2.462 9.303 0.546  0.32
51 O 1.471 9.698 1.138  -0.64
52 N 3.433 10.132 0.120  -0.36
53 N 2.673 8.005 0.265  -0.24
54 H 4.257 9.826 -0.370  0.17
55 H 3.313 11.118 0.310  0.25
56 H 1.967 7.348 0.569  0.15
57 H 3.483 7.661 -0.222  0.16
58 C -0.944 -3.776 10.113  0.73
59 O -1.478 -3.000 9.337  -0.69
60 N -1.547 -4.895 10.553  -0.43
61 N 0.295 -3.581 10.599  -0.33
62 H -1.123 -5.546 11.193  0.16
63 H -2.481 -5.080 10.212  0.23
64 H 0.784 -2.750 10.293  0.16
65 H 0.752 -4.209 11.239  0.18
66 C -0.016 -3.538 -0.406  0.62
67 O -1.007 -3.143 0.187  -0.66
68 N 0.955 -2.710 -0.832  -0.23
69 N 0.195 -4.837 -0.686  -0.37
70 H 1.778 -3.016 -1.322  0.26
71 H 0.835 -1.723 -0.641  0.08
72 H -0.512 -5.494 -0.383  0.19
73 H 1.005 -5.181 -1.173  0.16
74 C 1.192 -6.785 -4.048  0.65
75 O 1.917 -7.026 -3.096  -0.69
76 N 1.049 -7.630 -5.085  -0.31
77 N 0.472 -5.653 -4.146  -0.26
78 H 0.456 -7.449 -5.878  0.20
79 H 1.574 -8.494 -5.051  0.20
80 H 0.551 -4.990 -3.386  0.11
81 H -0.131 -5.437 -4.922  0.16
82 C 1.397 -6.548 -8.604  0.63
83 O 0.603 -6.474 -7.679  -0.76
84 N 2.060 -7.679 -8.905  -0.41
85 N 1.680 -5.505 -9.404  -0.18
86 H 2.717 -7.760 -9.662  0.16
87 H 1.876 -8.489 -8.327  0.22
88 H 1.203 -4.634 -9.212  0.17
89 H 2.331 -5.546 -10.171  0.15
90 C 4.647 -1.650 -0.925  0.66
91 O 3.751 -2.436 -1.188  -0.69
92 N 4.867 -1.186 0.318  -0.38
93 N 5.497 -1.178 -1.856  -0.41
94 H 5.600 -0.539 0.554  0.17
95 H 4.249 -1.516 1.049  0.20
96 H 5.366 -1.502 -2.805  0.23
97 H 6.241 -0.531 -1.659  0.16
98 C -4.608 -4.818 2.136  0.59
99 O -5.505 -5.604 1.873  -0.67
100 N -4.389 -4.354 3.379  -0.32
101 N -3.759 -4.346 1.205  -0.22
102 H -3.656 -3.706 3.615  0.15
103 H -5.006 -4.684 4.110  0.19
104 H -3.889 -4.670 0.256  0.15
105 H -3.014 -3.698 1.402  0.16
106 C 2.404 -1.874 -10.696  0.73
107 O 2.303 -3.083 -10.834  -0.68
108 N 3.445 -1.298 -10.068  -0.42
109 N 1.484 -1.009 -11.160  -0.41
110 H 3.545 -0.304 -9.944  0.16
111 H 4.161 -1.913 -9.703  0.21
112 H 0.684 -1.402 -11.640  0.22
113 H 1.549 -0.011 -11.056  0.16
114 C -1.278 -3.463 -7.998  0.65
115 O -0.134 -3.312 -8.397  -0.68
116 N -1.755 -4.653 -7.590  -0.30
117 N -2.164 -2.453 -7.931  -0.43
118 H -2.694 -4.797 -7.258  0.17
119 H -1.120 -5.440 -7.624  0.20
120 H -1.845 -1.541 -8.230  0.23
121 H -3.110 -2.558 -7.606  0.15
122 C 5.061 8.002 3.500  0.58
123 O 5.256 7.071 2.734  -0.67
124 N 5.749 8.157 4.645  -0.39
125 N 4.140 8.955 3.268  -0.30
126 H 5.603 8.916 5.289  0.16
127 H 6.452 7.462 4.858  0.24
128 H 3.600 8.875 2.416  0.38
129 H 3.965 9.728 3.887  0.17

---

no.,total energy (Eh)
1,-1614.1025
2,-1006.2128
3,-2441.3824
4,-8182.6541
5,-2788.3422
6,-5692.1616